# 1
Formula: C3H10O3S
Source: the Open Molecules 2025 dataset
Level of theory: the ωB97M-V functional and the def2-TZVPD basis

Calculated values
E_LUMO in hartree: 0.017
DFT total energy in eV: -20249.6781
HOMO-LUMO gap in eV: 9.33
Largest force on an atom in hartree/bohr: 0.063
ΔE to the lowest compared entry with this formula, charge and spin in eV: 1.088
Structure (SMILES): O=CCCS.O.O

Last column: Löwdin charge in e.
Atoms and positions in Å:
O1 -1.274 0.867 2.194  0.029
C1 -1.458 0.521 1.051  -0.211
C2 -0.397 -0.542 0.469  -0.228
C3 0.548 0.382 -0.244  -0.599
S1 1.359 -0.437 -1.629  0.723
H1 -2.135 1.040 0.363  0.120
H2 -0.769 -1.453 -0.026  0.105
H3 -0.096 -0.928 1.447  0.098
H4 -0.034 1.248 -0.651  0.086
H5 1.293 0.751 0.482  0.069
H6 1.143 0.499 -2.575  -0.137
O2 1.443 0.631 2.963  -0.063
H7 0.479 0.741 2.979  0.001
H8 1.915 1.185 3.586  0.036
O3 -1.583 -1.164 -2.933  -0.084
H9 -2.259 -1.060 -3.621  0.044
H10 -1.836 -0.559 -2.230  0.011

Force components x, y, z for each atom (eV/Å):
O -0.95 0.39 -0.39
C 2.06 -1.63 -0.05
C -2.49 0.35 2.08
C 0.37 0.69 -0.27
S 0.47 0.00 -0.52
H -0.38 0.07 0.02
H -0.17 0.86 -0.57
H 0.95 0.03 -0.34
H 0.62 -0.55 0.27
H -0.40 0.01 -0.42
H 0.01 -0.18 0.25
O 0.27 -0.56 -0.56
H 0.30 0.37 0.42
H -0.52 0.18 0.17
O -0.34 -0.02 -0.40
H 0.23 -0.02 0.34
H -0.02 0.01 -0.04

---

# 2
Formula: C3H10O3Si
Source: the Open Molecules 2025 dataset
Level of theory: the ωB97M-V functional and the def2-TZVPD basis

Calculated values
E_LUMO in hartree: 0.010
DFT total energy in eV: -17297.0617
HOMO-LUMO gap in eV: 10.26
Largest force on an atom in hartree/bohr: 0.056
ΔE to the lowest compared entry with this formula, charge and spin in eV: 0.000
Structure (SMILES): CCC[Si](O)(O)O

Last column: Löwdin charge in e.
Atoms and positions in Å:
C1 -1.093 0.868 -1.509  -0.115
C2 -1.372 -0.341 -0.569  -0.278
C3 -0.090 -1.173 -0.136  -0.222
Si1 0.984 -0.131 0.960  0.204
O1 1.569 1.156 0.037  -0.124
O2 2.020 -1.244 1.670  -0.113
O3 -0.129 0.550 1.936  -0.096
H1 -1.990 1.076 -2.145  0.085
H2 -0.800 1.684 -0.929  0.036
H3 -0.288 0.672 -2.156  0.042
H4 -2.031 -1.089 -1.064  0.099
H5 -1.761 0.077 0.395  0.092
H6 0.432 -1.674 -0.988  0.091
H7 -0.455 -1.874 0.655  0.084
H8 1.963 1.091 -0.841  0.065
H9 2.781 -0.753 2.031  0.059
H10 0.261 1.106 2.651  0.091

Force components x, y, z for each atom (eV/Å):
C -1.99 -1.75 -0.14
C 0.83 -0.39 0.13
C -0.60 0.56 0.42
Si -0.56 -0.77 -2.74
O 0.51 -0.42 1.06
O 0.38 2.02 -0.01
O 1.05 1.03 1.77
H 0.70 0.11 0.67
H 0.16 1.56 0.81
H 1.07 -0.46 -1.08
H -0.03 0.79 0.53
H -0.34 -0.70 -1.06
H -0.53 0.19 0.79
H 0.25 -0.24 -0.99
H -0.11 -0.35 0.45
H -0.07 -0.66 0.05
H -0.73 -0.50 -0.66

---

# 3
Formula: C3H10O4
Source: the Open Molecules 2025 dataset
Level of theory: the ωB97M-V functional and the def2-TZVPD basis

Calculated values
E_LUMO in hartree: -0.189
DFT total energy in eV: -11455.9190
HOMO-LUMO gap in eV: 3.07
Largest force on an atom in hartree/bohr: 0.088
ΔE to the lowest compared entry with this formula, charge and spin in eV: 7.831

Last column: Löwdin charge in e.
Atoms and positions in Å:
O1 3.601 0.081 -0.420  -0.265
C1 -1.191 0.481 0.734  -0.193
O2 -0.704 -0.587 1.225  0.069
C2 -2.252 0.454 -0.195  0.108
C3 -2.803 -0.889 -0.530  -0.031
H1 0.949 -0.994 0.069  0.019
H2 -0.787 1.441 1.079  0.122
H3 -2.901 1.240 -0.317  0.100
H4 -2.768 -1.043 -1.613  0.117
H5 -3.878 -0.819 -0.339  0.104
H6 -2.378 -1.743 0.024  0.106
H7 2.428 -1.269 -0.040  -0.058
H8 2.010 2.437 0.737  0.021
O3 1.822 1.543 0.392  -0.158
H9 4.507 0.314 -0.737  0.003
H10 2.727 1.072 0.028  -0.033
O4 1.619 -1.718 -0.095  -0.032

Force components x, y, z for each atom (eV/Å):
O 0.97 0.36 -0.24
C 3.14 -1.04 2.09
O -1.53 2.29 -1.33
C -0.22 -4.44 0.76
C -0.05 0.53 0.06
H 1.30 -1.21 -0.29
H -0.10 -0.14 -0.07
H -0.84 2.28 -0.82
H 0.13 -0.10 -0.17
H -0.18 -0.07 0.01
H 0.13 0.68 -0.46
H 2.58 1.44 0.03
H 0.10 -0.81 -0.33
O 0.01 0.65 0.18
H -1.14 -0.25 0.45
H -0.50 0.02 -0.02
O -3.79 -0.19 0.15